Computed, not measured: one molecule with the formula C5H13N3, with ωB97M-V with the def2-TZVPD basis set.

Geometry as XYZ:
```
21
Properties=species:S:1:pos:R:3:forces:R:3:nbo_charge:R:1
H 0.74753 -0.40329 -2.39010 -0.018 0.074 0.070 0.218
H -1.12192 -0.70888 2.10938 0.016 -0.028 0.111 0.193
H -2.51259 0.45416 -0.72335 0.093 -0.018 0.016 0.222
C 0.87108 0.20835 -1.49189 -0.097 0.038 0.046 -0.657
H -1.80064 -0.12571 -2.25515 0.042 0.081 0.056 0.203
H 0.24920 -1.93345 -0.24682 -0.627 -0.138 -0.127 0.424
C -0.37541 0.15079 -0.61596 0.242 -0.738 -0.036 0.271
N -0.50779 -1.28233 -0.03648 0.114 1.756 0.932 -0.658
H -1.46790 -1.61852 0.00301 0.455 -0.499 -0.500 0.415
H 1.00083 -1.21864 3.22750 -0.129 -0.235 -0.056 0.223
H 1.05744 1.23950 -1.79694 -0.028 -0.065 -0.019 0.230
C -1.64176 0.51493 -1.38061 0.047 -0.071 -0.085 -0.629
H 0.62039 2.59350 0.50151 -0.031 -0.164 0.128 0.348
H -1.56777 1.55089 -1.71825 0.017 -0.062 0.019 0.227
H 1.65754 1.31589 0.80266 -0.099 0.102 -0.004 0.324
N 0.73371 1.70950 0.98791 0.033 -0.387 -0.283 -0.657
H 1.86742 -1.27017 1.59255 0.105 0.207 0.034 0.177
H 1.75707 -0.13557 -0.95382 -0.038 -0.025 0.034 0.217
C -0.19301 -0.70576 1.55569 -0.052 1.585 -0.590 0.090
N -0.31688 0.82797 0.67884 -0.145 -1.247 0.526 -0.404
C 0.94346 -1.16316 2.15032 0.100 -0.170 -0.274 -0.776
```
Positions in Å, forces in eV/Å.

For the frontier orbital gap, the calculation gives 7.27 eV. As for the calculated total energy: -362.4105 Eh.


Computed, not measured: C35H34As2BrINO2V as an isolated structure, with ωB97M-V with the def2-TZVPD basis set.

Geometry as XYZ:
```
77
Properties=species:S:1:pos:R:3:forces:R:3:mulliken_spin:R:1
H 1.80710 0.91496 4.75927 -0.120 -0.001 0.237 0.001
H 4.29465 -2.82365 0.96553 -0.028 0.030 -0.088 0.000
H -5.79031 -0.54479 2.31872 0.071 -0.041 0.017 0.000
C -0.69683 5.91775 -0.72649 0.042 -0.012 -0.039 0.000
C 1.41639 2.13972 -3.36233 0.028 -0.064 -0.123 0.005
C -1.74669 -1.07575 -0.94762 0.341 0.059 -0.088 0.012
H 0.13694 6.21494 -1.35224 -0.064 -0.025 0.057 0.000
H -2.75026 -3.55172 0.35948 -0.085 0.055 -0.043 0.000
H 1.89562 3.06070 3.51113 -0.019 0.045 0.077 -0.001
C -3.75152 -0.82721 1.70620 -0.063 -0.099 0.097 0.000
H 5.75495 -3.22408 -1.00074 -0.092 0.070 -0.009 0.000
H -1.46760 7.90958 -0.51326 -0.023 -0.067 0.010 0.000
H 1.77475 -5.53105 0.56426 -0.122 0.044 -0.025 0.000
H -0.94874 -1.02089 -2.94792 -0.061 0.045 -0.328 -0.002
C -2.51093 -1.36155 2.03672 -0.035 0.099 -0.025 0.000
C -1.75323 -3.96882 0.37147 0.128 -0.209 0.028 -0.001
C 0.78136 -5.09724 0.49917 0.015 -0.009 0.009 0.000
C 4.02162 -2.42569 -0.00713 0.020 -0.033 -0.040 -0.001
H 1.71737 2.39735 -6.72409 -0.009 -0.045 0.069 0.000
H 2.24861 -1.50712 0.71975 -0.099 0.315 0.220 -0.005
C 2.85790 -1.68296 -0.14531 0.207 0.078 -0.224 0.013
C -3.41671 -2.16109 4.12189 -0.065 0.018 0.025 0.001
C 2.48576 -1.15316 -1.37613 0.104 0.156 -0.144 -0.005
C -1.59615 6.86412 -0.25966 -0.025 0.069 0.018 0.001
As -0.97828 -1.25045 0.85618 -0.417 -0.513 -0.624 0.007
H -2.54556 -1.78992 -1.09960 -0.124 -0.251 -0.034 -0.001
O 0.94897 2.83526 1.15981 1.112 -0.353 0.368 0.007
H -3.37670 7.21449 0.89483 0.044 -0.023 -0.017 0.000
V 0.33238 1.03779 0.66843 -0.853 0.015 1.155 1.002
C 1.32334 0.57531 -5.65246 0.013 0.055 -0.025 0.000
I -2.17249 2.17950 0.88567 -0.652 0.049 -0.059 -0.005
As 0.88819 -0.01647 -1.52704 0.327 -0.886 -0.465 -0.024
C -0.60257 -1.25888 -1.95356 -0.036 0.141 0.435 0.006
H 1.80065 3.79086 -4.68218 -0.023 -0.103 0.008 0.000
C -0.86055 4.58293 -0.39312 -0.201 0.136 0.028 0.000
C 1.56599 1.94324 -5.75137 -0.010 -0.089 -0.033 0.000
H -1.39489 -2.47097 3.50023 0.151 -0.115 0.041 0.000
C 3.32933 -1.35826 -2.46533 0.054 -0.084 0.085 0.001
H -0.14343 -0.04016 3.62018 -0.179 -0.162 0.014 0.003
H -0.16964 -6.93568 -0.07125 -0.024 0.097 0.047 0.000
O 2.36486 1.13959 0.89088 -0.140 0.510 0.654 0.006
C -2.84066 5.14809 0.87423 0.119 -0.044 -0.058 -0.001
H 0.93350 -1.07013 -4.34349 -0.018 -0.090 -0.008 -0.001
H -5.49555 -1.73449 4.46906 0.080 0.016 -0.053 0.000
H 1.45682 2.74841 -2.47094 0.028 0.089 0.127 0.003
C 1.17628 0.77480 -3.26016 -0.163 0.287 0.097 -0.001
H -2.44221 -5.93246 -0.13697 0.111 0.063 0.022 0.000
H -2.15872 -0.07934 -1.05678 -0.140 0.179 0.015 -0.001
C 1.12431 -0.00832 -4.40934 -0.061 0.205 -0.209 -0.001
C -0.30677 -5.88323 0.15326 -0.031 0.040 0.001 0.000
C 1.90699 2.08625 1.62869 0.532 0.425 -0.940 -0.027
C 0.60729 -3.74046 0.76441 0.049 -0.167 0.114 0.002
C -0.65263 -3.16951 0.68046 0.103 0.076 0.127 0.006
H -3.28819 -2.69483 5.05692 -0.007 0.047 -0.065 0.000
C -4.82382 -0.95819 2.58494 0.034 0.041 -0.035 0.001
C -1.92879 4.20451 0.41018 0.112 0.079 0.037 0.000
H 1.46740 -3.14713 1.03741 -0.186 -0.177 -0.003 -0.002
N 0.26587 0.80245 3.24268 0.809 -0.031 -0.358 -0.002
C 4.49356 -2.10673 -2.33492 -0.009 -0.006 -0.019 0.000
C -2.66609 6.48215 0.53425 0.026 0.075 -0.045 0.000
H 3.10409 -0.92279 -3.42373 -0.001 0.032 -0.103 0.000
Br -4.32479 4.70610 1.95205 0.046 -0.088 0.000 0.000
C 2.29617 2.15231 3.06768 -0.027 0.134 -0.038 0.014
H -0.15784 3.84722 -0.74575 0.044 -0.052 -0.027 0.001
H 1.29033 -0.03727 -6.54663 -0.006 0.054 0.065 0.000
C -4.65705 -1.62298 3.79051 0.024 -0.034 0.033 -0.001
H -0.22030 -2.27313 -1.95177 0.058 -0.220 0.027 0.003
C -2.34785 -2.02945 3.24829 -0.197 0.143 0.037 -0.005
C 4.84292 -2.64556 -1.10635 -0.013 -0.032 0.063 0.000
H -0.25754 1.57601 3.63117 -0.183 0.174 -0.018 0.001
H 3.37782 2.13625 3.17787 0.054 0.008 -0.033 -0.001
C -1.58019 -5.31836 0.10514 0.017 -0.036 0.007 -0.001
H -3.90527 -0.33274 0.75619 -0.018 0.010 -0.056 -0.001
H 5.13203 -2.25630 -3.19919 -0.057 0.019 0.082 0.000
C 1.61149 2.72516 -4.60743 0.021 0.043 0.006 -0.001
H 2.20635 0.03152 3.29594 0.087 -0.163 -0.080 -0.002
C 1.68744 0.90161 3.68114 -0.328 -0.005 0.025 0.001
```
Positions in Å, forces in eV/Å.

For the frontier orbital gap (alpha / beta), the calculation gives 7.70 / 7.21 eV. The expectation value of S² is 0.76. The net charge is +1. As for the multiplicity: 2. As for the calculated total energy: -9846.3959 Eh.


Computed, not measured: C5H7N3O as an isolated structure, with ωB97M-V with the def2-TZVPD basis set.

Geometry as XYZ:
```
16
Properties=species:S:1:pos:R:3:forces:R:3:nbo_charge:R:1
N -0.62621 -1.03451 0.94491 1.160 -0.750 -0.184 -0.134
C -0.35422 1.00648 -1.98070 0.040 -0.065 0.113 -0.590
H 0.87815 -2.94751 0.76879 0.030 0.032 -0.035 0.215
H -2.27904 0.15838 1.36918 -0.058 0.026 -0.214 0.228
C -1.26848 0.19646 0.96839 0.540 0.611 -1.528 -0.190
C -0.29252 0.89570 -0.66451 -1.238 0.240 0.582 0.296
H 0.97635 2.38533 0.21583 -0.107 -0.088 0.009 0.411
H 2.07962 -1.75849 0.20675 -0.098 0.026 -0.029 0.223
C -0.45954 1.38249 1.45873 0.223 0.148 0.179 0.651
N 0.22323 1.71213 0.30475 0.105 0.192 0.371 -0.645
O -0.47331 1.94393 2.52464 0.024 -0.162 -0.303 -0.561
N 0.10846 -1.15806 -0.05635 -0.447 -0.054 0.761 -0.098
H -0.66294 0.17325 -2.59328 -0.137 0.037 0.036 0.224
H -0.12541 1.94753 -2.46898 0.161 -0.035 0.050 0.215
H 1.16548 -2.68629 -0.99008 0.002 0.030 0.053 0.214
C 1.11036 -2.21681 -0.00808 -0.200 -0.188 0.140 -0.459
```
Positions in Å, forces in eV/Å.

For the frontier orbital gap, the calculation gives 8.41 eV. As for the calculated total energy: -434.0697 Eh.


In the order shown, the computed ΔE to the lowest compared entry with this formula, charge and spin values come out to 451.01, 106.81, 458.33 kJ/mol.
In the order shown, the computed largest force on an atom values come out to 2.0, 1.4, 1.7 eV/Å.